No. 1
3 unconnected molecules or ions with the total composition C37H40FNO5. Source: OMol25; level of theory: wB97M-V/def2-TZVPD.

Element x y z (Å)
C1 -2.81 1.68 2.43
C2 -1.58 1.34 1.69
C3 -0.52 0.26 2.18
O1 -0.73 -1.15 1.97
C4 -2.12 -1.53 1.99
C5 -2.83 -1.50 0.51
C6 -0.61 0.40 3.78
O2 -0.96 -0.38 4.69
O3 -0.07 1.75 3.97
C7 1.11 1.82 3.07
C8 2.29 2.02 4.16
C9 1.95 1.45 5.63
O4 1.48 2.24 6.49
F1 2.08 0.09 6.03
C10 1.06 3.33 2.44
C11 -0.22 4.20 2.67
C12 -0.08 5.62 1.98
C13 1.25 5.88 1.25
N1 2.41 5.08 1.09
C14 2.34 3.79 1.69
C15 1.10 0.57 2.06
C16 1.27 0.93 0.46
C17 1.04 -0.30 -0.53
C18 1.83 -1.65 -0.54
C19 1.60 -2.82 -1.55
C20 0.47 -2.71 -2.64
C21 -0.33 -1.37 -2.66
C22 -0.07 -0.17 -1.66
C23 -0.98 1.12 -1.90
O5 1.58 -0.72 2.43
C24 2.95 -0.87 2.77
C25 4.07 -0.13 1.90
H1 -2.74 2.38 3.33
H2 -3.79 1.20 2.06
H3 -1.45 1.95 0.71
H4 -2.76 -1.01 2.79
H5 -2.13 -2.66 2.28
H6 -2.14 -1.90 -0.31
H7 -3.21 -0.43 0.33
H8 -3.78 -2.15 0.63
H9 2.46 3.16 4.33
H10 3.31 1.60 3.86
H11 -1.15 3.87 3.22
H12 -0.91 6.41 2.02
H13 1.31 6.92 0.73
H14 3.23 3.08 1.61
H15 2.37 1.27 0.29
H16 0.65 1.86 0.16
H17 2.65 -1.82 0.25
H18 2.24 -3.76 -1.51
H19 0.28 -3.56 -3.38
H20 -1.14 -1.27 -3.48
H21 -1.35 1.12 -2.98
H22 -1.90 1.01 -1.20
H23 -0.43 2.11 -1.66
H24 3.14 -0.56 3.88
H25 3.21 -2.00 2.76
H26 4.28 -0.58 0.87
H27 3.84 1.00 1.84
H28 5.06 -0.20 2.49
C26 -5.72 1.78 -2.68
C27 -5.00 1.82 -1.49
C28 -4.43 3.02 -1.06
C29 -4.58 4.17 -1.83
C30 -5.29 4.13 -3.03
C31 -5.86 2.93 -3.45
H29 -6.17 0.85 -3.01
H30 -4.89 0.93 -0.89
H31 -3.88 3.05 -0.13
H32 -4.14 5.11 -1.50
H33 -5.40 5.02 -3.63
H34 -6.41 2.89 -4.38
C32 3.16 -8.05 -5.15
C33 2.61 -7.13 -6.04
C34 2.34 -5.83 -5.61
C35 2.62 -5.45 -4.30
C36 3.16 -6.37 -3.41
C37 3.43 -7.67 -3.83
H35 3.38 -9.06 -5.48
H36 2.40 -7.42 -7.06
H37 1.92 -5.11 -6.31
H38 2.41 -4.44 -3.98
H39 3.37 -6.08 -2.39
H40 3.85 -8.39 -3.14

Properties
* HOMO energy: -8.298 eV
* E: -53446.4664 eV
* gap between HOMO and LUMO: 6.88 eV

What are the Mulliken partial charges on each atom? They are as follows, in elementary charge units:
1 C -0.920
2 C 0.096
3 C 1.081
4 O -0.287
5 C -0.339
6 C -0.241
7 C -0.298
8 O -0.599
9 O -0.475
10 C 1.761
11 C -0.382
12 C 0.390
13 O -0.535
14 F -0.255
15 C -0.721
16 C -0.393
17 C -0.650
18 C -0.187
19 N -0.610
20 C 0.031
21 C 0.121
22 C 0.036
23 C -0.004
24 C -0.047
25 C -0.777
26 C -0.507
27 C -0.695
28 C 0.639
29 C -0.798
30 O -0.279
31 C -0.174
32 C -0.527
33 H 0.112
34 H 0.252
35 H 0.111
36 H 0.259
37 H 0.390
38 H 0.085
39 H -0.269
40 H 0.426
41 H 0.441
42 H 0.338
43 H 0.271
44 H 0.327
45 H 0.332
46 H 0.109
47 H 0.567
48 H 0.379
49 H -0.117
50 H 0.251
51 H 0.387
52 H 0.220
53 H 0.466
54 H -0.147
55 H 0.290
56 H 0.166
57 H 0.355
58 H 0.252
59 H -0.058
60 H 0.367
61 C -0.600
62 C -0.145
63 C 0.030
64 C -0.575
65 C -0.385
66 C -0.405
67 H 0.390
68 H 0.272
69 H 0.308
70 H 0.387
71 H 0.364
72 H 0.371
73 C -0.411
74 C -0.328
75 C -0.554
76 C -0.110
77 C -0.385
78 C -0.413
79 H 0.350
80 H 0.355
81 H 0.360
82 H 0.407
83 H 0.344
84 H 0.358

=====

No. 2
C5H6O2 in the gas phase. Source: OMol25; level of theory: wB97M-V/def2-TZVPD.

Element x y z (Å)
C1 0.64 -0.23 -0.15
C2 -0.56 1.13 0.30
C3 -0.58 -0.43 0.42
C4 1.88 -1.08 -0.20
C5 -2.04 0.90 -0.28
O1 0.46 0.95 -0.71
O2 -3.09 0.91 0.36
H1 -0.33 1.75 1.17
H2 -0.90 -1.09 1.22
H3 -2.03 1.07 -1.37
H4 1.88 -1.85 0.58
H5 1.91 -1.58 -1.17
H6 2.77 -0.45 -0.17

Properties
* HOMO energy: -8.635 eV
* E: -9373.0383 eV
* gap between HOMO and LUMO: 9.36 eV
* energy above the lowest of the compared OMol25 structures with the same formula, charge and spin: 4.057 eV

What are the Mulliken partial charges on each atom? They are as follows, in elementary charge units:
1 C 0.593
2 C 0.127
3 C -0.598
4 C -1.112
5 C -0.023
6 O -0.378
7 O -0.564
8 H 0.378
9 H 0.321
10 H 0.331
11 H 0.322
12 H 0.288
13 H 0.315

=====

No. 3
C8H17B in the gas phase. Source: OMol25; level of theory: wB97M-V/def2-TZVPD.

Element x y z (Å)
B1 0.68 -2.73 -1.30
C1 0.57 -1.88 0.08
C2 0.00 -0.38 -0.22
C3 0.71 0.65 0.75
C4 2.15 0.77 0.47
C5 2.87 1.84 0.52
C6 -1.51 -0.12 -0.31
C7 -2.23 -0.04 1.19
C8 -1.85 1.33 -0.95
H1 0.45 -2.20 -2.31
H2 0.82 -3.97 -1.04
H3 0.04 -2.38 0.83
H4 1.59 -1.87 0.53
H5 0.34 -0.19 -1.27
H6 0.47 0.53 1.80
H7 0.56 1.76 0.40
H8 2.61 -0.02 -0.14
H9 2.51 2.76 0.88
H10 3.90 1.75 0.08
H11 -1.96 -0.74 -1.00
H12 -2.81 0.88 1.10
H13 -1.44 0.19 1.85
H14 -2.66 -0.98 1.46
H15 -1.24 2.06 -0.55
H16 -2.94 1.48 -0.85
H17 -1.66 1.53 -2.00

Properties
* HOMO energy: -9.517 eV
* E: -9244.2751 eV
* gap between HOMO and LUMO: 9.77 eV
* energy above the lowest of the compared OMol25 structures with the same formula, charge and spin: 2.472 eV

What are the Mulliken partial charges on each atom? They are as follows, in elementary charge units:
1 B 0.263
2 C -1.247
3 C 0.403
4 C -0.249
5 C -0.185
6 C -0.950
7 C 0.226
8 C -1.267
9 C -1.662
10 H -0.049
11 H -0.072
12 H 0.377
13 H 0.299
14 H 0.236
15 H 0.357
16 H -0.010
17 H 0.117
18 H 0.360
19 H 0.223
20 H 0.562
21 H 0.419
22 H 0.312
23 H 0.333
24 H 0.379
25 H 0.424
26 H 0.402

=====

No. 4
3 unconnected molecules or ions with the total composition C9H20O. Source: OMol25; level of theory: wB97M-V/def2-TZVPD.

Element x y z (Å)
C1 1.58 -0.31 0.33
C2 -1.10 -0.09 0.32
C3 -0.22 0.03 -0.78
C4 2.04 -1.62 -0.26
C5 2.54 0.83 0.03
C6 -1.29 1.07 1.27
C7 -1.27 -1.43 0.99
C8 -0.03 1.31 -1.54
C9 -2.76 -0.01 -0.96
O1 1.50 -0.49 1.72
H1 1.47 0.36 2.16
H2 -0.23 -0.84 -1.43
H3 3.01 -1.91 0.15
H4 1.33 -2.41 -0.05
H5 2.15 -1.52 -1.34
H6 2.69 0.95 -1.04
H7 2.19 1.77 0.44
H8 3.52 0.62 0.47
H9 -2.32 1.08 1.62
H10 -0.51 -1.58 1.76
H11 -1.09 2.04 0.82
H12 -0.67 0.95 2.16
H13 -2.23 -1.46 1.50
H14 -1.22 -2.24 0.27
H15 0.84 1.25 -2.19
H16 0.06 2.18 -0.90
H17 -0.88 1.48 -2.21
H18 -2.66 -0.67 -1.82
H19 -3.52 -0.37 -0.27
H20 -2.92 1.03 -1.22

Properties
* HOMO energy: -7.023 eV
* E: -11701.6194 eV
* gap between HOMO and LUMO: 7.77 eV
* energy above the lowest of the compared OMol25 structures with the same formula, charge and spin: 3.453 eV

What are the Mulliken partial charges on each atom? They are as follows, in elementary charge units:
1 C 1.285
2 C 1.563
3 C -0.214
4 C -1.739
5 C -1.651
6 C -1.696
7 C -1.731
8 C -1.692
9 C -1.273
10 O -0.558
11 H 0.371
12 H 0.487
13 H 0.466
14 H 0.298
15 H 0.359
16 H 0.314
17 H 0.401
18 H 0.439
19 H 0.449
20 H 0.360
21 H 0.309
22 H 0.354
23 H 0.493
24 H 0.312
25 H 0.418
26 H 0.265
27 H 0.438
28 H 0.339
29 H 0.428
30 H 0.408

=====

Please write out number 4 again, unchanged.
3 unconnected molecules or ions with the total composition C9H20O. Source: OMol25; level of theory: wB97M-V/def2-TZVPD.

Element x y z (Å)
C1 1.58 -0.31 0.33
C2 -1.10 -0.09 0.32
C3 -0.22 0.03 -0.78
C4 2.04 -1.62 -0.26
C5 2.54 0.83 0.03
C6 -1.29 1.07 1.27
C7 -1.27 -1.43 0.99
C8 -0.03 1.31 -1.54
C9 -2.76 -0.01 -0.96
O1 1.50 -0.49 1.72
H1 1.47 0.36 2.16
H2 -0.23 -0.84 -1.43
H3 3.01 -1.91 0.15
H4 1.33 -2.41 -0.05
H5 2.15 -1.52 -1.34
H6 2.69 0.95 -1.04
H7 2.19 1.77 0.44
H8 3.52 0.62 0.47
H9 -2.32 1.08 1.62
H10 -0.51 -1.58 1.76
H11 -1.09 2.04 0.82
H12 -0.67 0.95 2.16
H13 -2.23 -1.46 1.50
H14 -1.22 -2.24 0.27
H15 0.84 1.25 -2.19
H16 0.06 2.18 -0.90
H17 -0.88 1.48 -2.21
H18 -2.66 -0.67 -1.82
H19 -3.52 -0.37 -0.27
H20 -2.92 1.03 -1.22

Properties
* HOMO energy: -7.023 eV
* E: -11701.6194 eV
* gap between HOMO and LUMO: 7.77 eV
* energy above the lowest of the compared OMol25 structures with the same formula, charge and spin: 3.453 eV

What are the Mulliken partial charges on each atom? They are as follows, in elementary charge units:
1 C 1.285
2 C 1.563
3 C -0.214
4 C -1.739
5 C -1.651
6 C -1.696
7 C -1.731
8 C -1.692
9 C -1.273
10 O -0.558
11 H 0.371
12 H 0.487
13 H 0.466
14 H 0.298
15 H 0.359
16 H 0.314
17 H 0.401
18 H 0.439
19 H 0.449
20 H 0.360
21 H 0.309
22 H 0.354
23 H 0.493
24 H 0.312
25 H 0.418
26 H 0.265
27 H 0.438
28 H 0.339
29 H 0.428
30 H 0.408

=====

Question: What is the formula in the first record?
Answer: C37H40FNO5